Formula: C28H29BCrN7P
Source: the OMol25 dataset
Level of theory: ωB97M-V with the def2-TZVPD basis set

Structure (XYZ):
```
67
Properties=species:S:1:pos:R:3:forces:R:3
Cr -0.644 -0.047 0.075 5.294 6.321 -1.220
P -0.320 0.380 3.122 -0.117 1.079 -2.946
N 1.168 -0.613 -0.785 2.147 0.041 -1.176
N -0.417 0.922 1.628 0.149 0.179 3.912
N 1.539 -0.214 -2.069 0.201 -0.904 1.043
N 0.220 2.001 -0.730 0.172 0.690 -0.718
N -1.411 0.058 -1.623 -1.909 -0.328 -4.820
N -0.755 0.320 -2.831 -1.515 -0.835 0.908
N 0.696 2.121 -2.016 -0.316 0.312 1.065
C -2.684 -0.300 -1.948 1.407 0.211 -0.264
C 0.785 4.147 -1.113 -0.008 -0.650 -0.376
C 1.214 -0.551 3.327 0.067 -0.679 0.407
C -3.026 0.037 3.065 -0.027 -0.233 0.014
C -0.482 2.938 4.264 0.100 -0.174 0.383
C 3.679 -1.818 3.672 -0.152 0.008 -0.021
C -3.106 -2.172 4.770 -0.022 0.066 0.018
C -0.212 1.582 4.465 -0.010 0.106 0.368
C -2.823 -0.316 -3.328 -0.174 0.039 -0.669
C 2.500 -2.568 3.668 0.043 0.031 -0.090
C -0.481 3.800 5.368 0.029 -0.122 0.043
C 2.404 0.198 3.284 0.017 -0.214 0.210
C 0.060 1.082 5.749 -0.103 0.514 -0.038
C -4.255 -0.531 3.405 0.357 -0.009 0.097
C 3.634 -0.435 3.460 -0.299 -0.077 -0.047
C 3.142 -1.557 -1.329 0.131 0.143 -0.313
C 0.041 1.943 6.844 0.001 -0.004 -0.202
C -4.293 -1.640 4.255 0.129 -0.018 -0.035
C -1.016 -1.791 0.478 -2.634 -4.728 1.550
C 1.046 3.402 -2.273 -0.430 -0.221 0.878
C 1.262 -1.943 3.476 0.457 0.247 0.103
C -1.873 -1.598 4.447 -0.535 0.130 -0.225
C 2.165 -1.401 -0.335 -0.341 0.519 -0.897
C 2.714 -0.786 -2.412 -0.612 -0.033 0.956
C 0.264 3.216 -0.177 0.514 -0.251 -1.281
C -1.831 -0.519 3.553 -0.124 -0.352 0.931
C -0.229 3.303 6.651 -0.014 -0.085 -0.180
C -1.591 0.076 -3.853 0.030 0.148 1.228
B 0.702 0.821 -2.854 -0.067 0.431 0.940
H -0.243 3.973 7.511 0.001 -0.136 -0.260
H -2.985 0.917 2.417 0.088 -0.357 0.164
H -5.253 -2.081 4.527 0.291 0.074 -0.078
H 4.550 0.158 3.450 -0.248 -0.222 -0.010
H -1.300 -2.322 -0.442 0.034 -0.028 0.266
H -3.701 -0.577 -3.895 0.007 0.044 0.045
H 0.287 0.023 5.888 -0.077 0.291 -0.024
H -0.684 4.862 5.221 0.058 -0.305 0.085
H -3.133 -3.032 5.441 -0.070 0.248 -0.163
H 0.941 5.200 -0.966 0.029 0.055 -0.026
H 0.345 -2.534 3.475 0.350 0.158 -0.065
H 2.157 -1.808 0.675 -0.109 0.118 -0.311
H 4.638 -2.308 3.847 -0.287 0.114 -0.081
H -0.051 3.359 0.846 0.000 -0.127 -0.124
H 2.529 -3.648 3.830 0.078 0.314 -0.083
H 2.356 1.282 3.143 -0.011 -0.378 0.022
H 0.236 1.544 7.840 -0.040 0.204 -0.232
H 1.424 3.656 -3.257 -0.013 0.127 0.291
H 0.001 -2.088 0.785 -0.107 0.373 -0.076
H -0.689 3.301 3.256 0.043 -0.126 0.269
H -2.057 -0.374 0.495 -1.677 -1.160 1.375
H -3.395 -0.551 -1.163 0.234 0.071 -0.324
H -5.172 -0.091 3.008 0.218 -0.176 0.178
H -1.664 -2.117 1.300 0.039 -0.324 -0.215
H 1.111 1.017 -3.961 -0.014 -0.171 -0.075
H -0.957 -1.982 4.899 -0.361 0.084 -0.119
H -1.217 0.230 -4.847 -0.206 -0.048 -0.259
H 3.133 -0.590 -3.393 -0.004 -0.116 0.283
H 4.041 -2.152 -1.272 -0.083 0.100 0.011
```
Forces are in eV/Å.

Its multiplicity is 5. As for the HOMO energy (spin up / spin down): -6.5 / -7.7 eV.

Formula: C28H29BrN2O2
Source: the OMol25 dataset
Level of theory: ωB97M-V with the def2-TZVPD basis set

Structure (XYZ):
```
62
Properties=species:S:1:pos:R:3:forces:R:3
Br 6.104 1.295 -2.981 0.115 0.001 -0.091
O -0.739 2.503 -2.001 -0.308 -0.497 -0.505
O -2.165 0.927 -2.788 -0.507 0.374 0.156
N -3.228 -0.381 1.722 1.109 -0.255 0.107
N 3.953 -3.113 2.361 0.347 -0.113 0.298
C -4.750 2.920 0.943 0.171 -0.454 0.154
C 3.355 2.107 -2.985 0.037 -0.486 -0.029
C 1.423 0.581 -2.962 1.667 0.360 0.075
C 4.240 1.020 -3.097 -1.243 -0.326 -0.134
C 3.206 -0.768 2.359 -0.001 -0.957 -0.096
C 1.855 -2.467 1.277 0.571 0.004 0.464
C -4.744 1.560 1.288 -0.104 0.514 -0.200
C -2.306 2.946 0.788 -0.399 0.304 0.148
C 3.022 -2.127 1.994 -0.714 0.552 -0.125
C -0.912 1.370 -2.469 0.478 0.183 0.521
C 2.284 0.198 1.996 -0.555 0.337 -0.611
C -3.251 1.849 -2.538 0.470 -0.189 0.304
C 0.071 0.342 -2.702 -1.082 -0.009 0.569
C 0.097 0.806 0.895 -0.281 0.260 0.124
C -1.237 0.592 1.209 -0.435 0.053 0.092
C 0.934 -1.502 0.924 -0.183 0.306 0.133
C -3.509 0.940 1.365 0.222 0.195 0.033
C 3.718 -4.086 3.405 -0.225 0.248 -0.190
C 5.152 -3.372 1.600 -0.083 0.295 -0.037
C 3.717 -0.276 -3.293 0.066 0.613 0.104
C -2.295 1.595 1.096 -0.473 -0.439 -0.307
C 2.343 -0.487 -3.251 -0.320 0.437 0.143
C -4.545 1.112 -2.775 -0.235 -0.043 -0.315
C 1.118 -0.142 1.252 1.107 -1.074 0.252
C -3.545 3.612 0.732 0.493 -0.269 0.042
C -1.888 -0.592 1.678 -0.346 0.660 -0.304
C -4.254 -1.334 2.097 -0.177 -0.269 0.081
C 1.981 1.900 -2.923 0.363 -0.470 -0.094
H 3.753 3.116 -2.947 -0.031 -0.083 0.082
H -0.309 -0.674 -2.724 0.002 0.089 -0.337
H -3.569 4.682 0.520 0.001 -0.369 -0.020
H -4.470 0.060 -2.476 -0.009 0.240 0.048
H -5.328 1.603 -2.190 -0.077 -0.142 -0.138
H -5.652 0.990 1.483 0.093 0.455 -0.123
H 1.303 2.741 -2.820 0.204 -0.106 0.061
H 0.041 -1.782 0.372 0.274 0.043 -0.147
H -5.700 3.441 0.838 0.244 -0.094 0.100
H 5.244 -2.646 0.786 0.061 -0.173 0.139
H 3.653 -5.103 2.987 -0.087 0.030 0.136
H -3.173 2.710 -3.216 0.145 -0.111 0.292
H -3.206 2.201 -1.497 0.176 -0.031 -0.445
H -4.819 1.152 -3.836 -0.045 -0.156 0.229
H 2.429 1.235 2.310 -0.016 -0.311 -0.149
H -1.428 -1.539 1.946 -0.362 0.234 -0.026
H -1.352 3.435 0.616 -0.329 0.205 -0.158
H 0.379 1.791 0.507 -0.067 -0.288 0.176
H -4.225 -2.218 1.447 -0.007 0.259 0.111
H 4.560 -4.073 4.114 -0.202 -0.058 0.005
H 4.403 -1.097 -3.484 -0.164 0.077 0.068
H 1.928 -1.482 -3.449 0.257 0.308 0.199
H 2.793 -3.850 3.939 0.188 -0.102 -0.052
H 5.127 -4.390 1.180 0.067 0.139 -0.075
H -5.213 -0.827 1.978 0.140 -0.363 0.036
H 1.687 -3.511 1.021 0.069 0.199 -0.042
H -4.166 -1.659 3.142 0.132 0.186 -0.258
H 6.031 -3.300 2.255 0.049 -0.010 -0.196
H 4.074 -0.533 2.978 -0.249 0.087 -0.276
```
Forces are in eV/Å.

Its multiplicity is 1. As for the HOMO energy: -5.4 eV.

Formula: C28H29ClLiNO4P2S
Source: the OMol25 dataset
Level of theory: ωB97M-V with the def2-TZVPD basis set

Structure (XYZ):
```
67
Properties=species:S:1:pos:R:3:forces:R:3
Cl -4.241 1.950 -2.570 -0.502 0.282 0.247
S 2.091 -1.516 3.618 0.011 0.001 0.010
P 0.312 0.641 -1.780 0.108 0.134 0.151
P -1.715 0.351 0.158 -0.033 -0.240 -0.096
O -3.005 2.597 -3.053 -0.257 -0.142 0.159
O -4.402 2.259 -1.175 -0.071 -0.020 -0.251
O -5.372 2.347 -3.331 0.246 -0.122 -0.077
O -3.977 0.504 -2.703 -0.026 0.291 0.037
N -0.062 0.082 -0.204 -0.022 -0.038 -0.092
C 2.038 -3.094 2.744 -0.016 -0.029 -0.005
C 2.771 -0.426 2.334 0.005 -0.017 -0.023
C 1.525 -0.537 -2.441 0.026 -0.058 -0.051
C -1.453 1.540 4.591 -0.002 0.010 -0.010
C 3.168 3.655 -1.761 -0.029 0.004 0.009
C -2.442 -1.323 0.125 0.032 -0.015 0.080
C 1.983 -2.228 -4.111 -0.011 0.009 0.020
C -3.699 -3.798 -0.132 -0.015 0.009 0.007
C 1.729 0.321 1.514 0.009 0.018 0.001
C 0.834 -0.618 0.717 0.020 0.081 0.010
C -1.562 0.195 4.268 -0.006 -0.008 -0.022
C 3.662 -1.668 -2.486 -0.008 -0.010 -0.011
C 2.566 2.420 -1.967 0.036 0.026 -0.078
C 3.248 -2.418 -3.581 0.012 0.007 0.000
C -1.601 2.111 2.264 -0.004 -0.006 0.002
C 1.154 4.471 -0.742 0.008 -0.006 -0.013
C 0.553 3.242 -0.955 -0.001 0.017 0.035
C -4.376 -2.729 0.445 0.010 -0.024 -0.008
C 1.258 2.193 -1.548 0.078 -0.060 0.062
C -3.754 -1.499 0.568 0.000 0.027 0.001
C -2.402 -3.628 -0.588 0.010 0.019 0.003
C 2.810 -0.733 -1.923 -0.027 -0.025 0.041
C 2.469 4.678 -1.139 -0.003 -0.006 0.002
C 1.128 -1.292 -3.544 -0.018 -0.055 0.031
C -1.685 -0.195 2.942 0.016 0.005 0.037
C -1.477 2.500 3.588 -0.005 -0.014 0.013
C -1.776 -2.393 -0.463 0.005 -0.032 0.021
C -1.692 0.760 1.929 -0.018 0.109 -0.003
Li -2.164 1.046 -2.270 0.422 -0.136 -0.205
H 3.124 1.641 -2.470 -0.026 0.062 -0.004
H 1.440 -1.338 0.163 0.042 -0.017 -0.068
H -1.356 1.841 5.626 0.001 0.000 0.000
H -1.769 -1.247 2.697 -0.015 -0.003 0.000
H -1.407 3.551 3.838 0.000 0.001 0.002
H 4.187 3.816 -2.090 0.002 0.000 -0.003
H -0.484 3.104 -0.665 0.011 -0.030 0.002
H -1.874 -4.455 -1.046 0.005 -0.001 0.000
H -5.394 -2.854 0.789 -0.002 0.003 0.000
H 0.138 -1.147 -3.960 -0.002 0.007 -0.005
H 3.413 -1.037 1.693 0.008 0.016 0.002
H 0.217 -1.203 1.403 0.026 0.017 -0.006
H 0.590 5.272 -0.281 0.005 0.003 0.001
H 1.107 0.932 2.174 -0.011 0.008 -0.005
H -1.631 2.860 1.481 -0.015 0.000 -0.005
H -1.543 -0.555 5.048 0.002 0.000 0.000
H 3.419 0.282 2.851 -0.016 0.008 0.012
H 2.232 1.016 0.832 0.028 -0.036 0.002
H 1.735 -3.846 3.472 0.004 0.006 0.007
H -4.296 -0.665 1.000 0.006 0.007 -0.002
H 1.318 -3.094 1.928 0.001 -0.003 0.000
H 2.940 5.639 -0.979 -0.001 0.002 0.001
H 3.153 -0.142 -1.083 -0.030 -0.037 0.042
H 3.917 -3.145 -4.021 -0.001 -0.003 0.001
H -4.188 -4.758 -0.232 -0.002 -0.001 0.001
H 4.654 -1.808 -2.075 0.000 -0.005 0.001
H -0.764 -2.265 -0.829 -0.001 -0.004 -0.007
H 3.025 -3.360 2.366 0.002 0.011 -0.001
H 1.658 -2.805 -4.967 -0.001 0.001 -0.004
```
Forces are in eV/Å.

Its multiplicity is 1. As for the HOMO energy: -8.6 eV.